# 1
34
Properties=species:S:1:pos:R:3:forces:R:3 method="wB97M-V/def2-TZVPD" charge=+1 spin_multiplicity=1 e_lumo_ev=-4.684 gap_ev=7.691 total_energy_ev=-41439.956
C -0.230 3.274 0.720 -0.35 0.58 -0.38
C -0.711 3.077 -0.762 -0.61 -0.13 0.47
C -0.385 1.669 -1.404 0.89 1.00 -0.28
C 0.796 0.871 -0.718 -0.67 -0.17 -2.64
C 1.406 -0.055 -1.854 -0.06 0.18 0.16
N 0.221 0.132 0.445 2.04 0.39 1.20
P -0.548 -1.400 0.007 -1.49 -0.62 -0.81
C -2.403 -1.080 0.312 0.62 0.08 1.26
C -0.135 -2.803 1.156 0.50 -1.08 0.38
C 0.993 -3.738 0.546 -0.46 0.17 -0.26
S 1.281 0.028 1.761 0.57 -1.80 4.31
O 2.372 -0.946 1.588 -2.16 2.47 -0.60
O 0.486 -0.129 3.003 1.49 0.74 -3.47
F 2.016 1.499 1.907 -1.33 -1.97 -0.97
H -0.562 2.429 1.366 0.41 0.73 -0.38
H 0.871 3.449 0.779 -0.85 -0.44 0.02
H -0.695 4.221 1.099 0.33 -0.89 -0.24
H -1.826 3.213 -0.775 0.96 -0.04 -0.06
H -0.289 3.899 -1.387 -0.25 -0.73 0.36
H -0.043 1.873 -2.457 -0.37 -0.29 0.81
H -1.315 1.034 -1.478 0.96 0.72 0.71
H 1.590 1.603 -0.461 -0.69 -0.61 0.45
H 1.985 -0.902 -1.424 -0.22 0.65 -0.35
H 0.599 -0.506 -2.488 0.68 0.31 0.53
H 2.038 0.567 -2.539 -0.40 -0.55 0.74
H -2.999 -1.921 -0.123 0.51 0.69 0.24
H -2.569 -1.065 1.419 -0.19 0.06 -0.89
H -2.715 -0.076 -0.076 0.21 -0.83 0.22
H 0.117 -2.524 2.204 -0.23 0.13 -0.77
H -1.054 -3.449 1.222 0.51 0.89 -0.15
H 1.934 -3.180 0.348 -0.65 -0.41 0.18
H 0.604 -4.174 -0.409 0.46 0.40 0.66
H 1.213 -4.602 1.217 -0.21 0.83 -0.33
Na -2.042 -0.290 -2.739 0.07 -0.46 -0.10

# 2
31
Properties=species:S:1:pos:R:3:forces:R:3 method="wB97M-V/def2-TZVPD" charge=0 smiles="CCN(CC)P(F)S.C=C(C)C" spin_multiplicity=1 e_lumo_ev=0.909 de_lowest_kcal_mol=20.58 gap_ev=9.603 total_energy_ev=-32934.716
C -2.645 2.136 -0.416 -2.52 0.85 1.78
C -2.496 1.032 0.588 0.93 0.72 -0.04
N -1.898 -0.097 -0.087 1.67 0.12 0.53
C -2.716 -1.025 -0.755 -4.20 -0.30 0.24
C -3.471 -1.995 0.225 3.08 0.47 -1.17
P -0.226 -0.171 -0.087 -0.48 -1.02 0.27
F 0.085 -0.502 -1.644 -0.09 0.24 -0.04
S 0.182 -2.270 0.543 -4.17 0.04 0.57
H -3.392 2.000 -1.155 -0.34 -0.31 -1.08
H -2.867 3.076 0.082 -0.46 0.19 0.27
H -1.682 2.291 -0.716 2.35 0.30 -1.80
H -1.769 1.535 1.227 0.25 -0.86 0.67
H -3.308 0.721 1.223 -0.63 0.06 -0.08
H -2.199 -1.486 -1.544 0.95 -1.08 -0.71
H -3.625 -0.589 -1.297 1.37 0.47 0.43
H -3.989 -2.727 -0.340 -0.71 -0.72 -0.18
H -2.711 -2.408 0.857 0.41 -0.95 0.25
H -4.032 -1.442 0.900 -1.68 1.03 0.83
H 1.339 -1.957 0.291 4.14 0.67 -0.72
C 3.030 -0.108 1.084 0.21 0.49 -1.26
C 3.467 -0.334 -0.164 0.99 -1.13 2.02
C 3.205 0.762 -1.184 -0.18 -1.85 0.73
C 4.306 -1.640 -0.245 -1.15 0.44 -2.85
H 2.826 0.902 1.217 -1.18 1.70 0.73
H 2.904 -0.713 1.954 0.51 -0.81 0.09
H 3.069 1.713 -0.743 -0.79 0.77 0.94
H 3.904 0.989 -1.917 1.78 -0.40 -1.45
H 2.330 0.384 -1.677 -0.69 0.45 -0.57
H 4.307 -2.164 -1.242 0.23 0.82 0.61
H 5.302 -1.351 0.029 0.61 -0.22 0.06
H 3.915 -2.400 0.395 -0.20 -0.18 0.92

# 3
31
Properties=species:S:1:pos:R:3:forces:R:3 method="wB97M-V/def2-TZVPD" charge=+1 spin_multiplicity=1 e_lumo_ev="-3.223 / -4.260" de_lowest_kcal_mol=47.20 gap_ev="8.813 / 7.884" total_energy_ev=-22351.481
C 3.133 1.098 0.535 0.02 -0.25 1.99
C 3.428 0.346 -0.751 -2.52 -1.33 1.50
C 1.606 1.273 0.568 -0.78 1.33 -1.18
C 2.194 -0.606 -0.814 0.98 -2.36 -2.10
C -2.223 -0.967 -1.098 -2.01 1.41 2.37
C -0.766 -1.270 -0.979 2.54 -0.72 -0.13
C -3.721 0.535 0.413 -0.26 0.43 1.05
C -0.744 -0.638 2.153 1.59 0.24 0.08
N 1.183 0.174 -0.226 -1.67 -2.28 -1.77
N -2.472 0.331 -0.261 0.21 -1.88 -1.51
N -0.098 -0.116 -0.360 -0.62 1.57 1.60
P -1.207 1.334 -0.464 0.12 -0.28 0.39
H 3.556 0.592 1.460 -0.95 -0.11 -1.14
H 3.668 2.004 0.619 0.24 1.39 -0.35
H 3.431 0.930 -1.622 0.47 0.93 -1.07
H 4.261 -0.240 -0.550 1.88 -0.82 -0.50
H 0.933 1.199 1.427 0.95 0.48 0.70
H 1.230 2.150 -0.039 0.88 -0.10 0.99
H 1.898 -1.061 -1.908 0.74 1.48 2.58
H 2.329 -1.501 -0.165 0.29 0.27 -0.46
H -2.520 -0.863 -2.109 -0.59 0.37 -0.99
H -2.841 -1.752 -0.585 0.59 0.60 -0.72
H -0.806 -2.141 -0.339 1.18 -0.23 0.39
H -0.136 -1.504 -1.881 -1.33 -0.03 0.36
H -4.484 0.793 -0.280 -0.89 0.04 -0.55
H -4.016 -0.316 1.007 -0.06 -0.72 -0.19
H -3.739 1.318 1.191 0.72 0.12 -0.57
H 0.073 -1.284 1.858 0.17 0.25 0.14
H -0.529 0.278 2.699 -0.18 -0.26 -0.15
H -1.630 -1.163 2.319 -1.54 -0.38 0.22
H -0.992 1.065 -1.818 -0.17 0.85 -0.99

# 4
33
Properties=species:S:1:pos:R:3:forces:R:3 method="wB97M-V/def2-TZVPD" charge=+2 spin_multiplicity=1 e_lumo_ev="-9.152 / -9.151" de_lowest_kcal_mol=142.51 gap_ev="5.642 / 5.643" total_energy_ev=-26868.069
C 1.855 0.960 -2.935 -4.11 -2.33 2.73
N 2.354 -0.164 -2.025 0.15 0.03 0.75
C 1.769 -0.665 -0.966 1.19 3.06 -2.72
N 2.423 -1.307 -0.020 0.01 -1.13 0.36
C 1.997 -2.016 1.044 -4.12 2.25 1.93
N 0.919 -1.813 1.822 1.67 0.03 -1.90
C -0.156 -0.903 1.802 -3.37 1.90 -0.95
N -0.006 0.534 1.419 1.15 -0.47 0.59
S -0.883 1.674 2.362 -0.54 0.62 0.28
C 0.567 2.580 2.963 -2.44 1.97 -1.07
N -0.639 -0.361 0.529 0.54 -1.33 -0.60
C -2.087 -0.383 0.194 -0.29 1.37 3.08
C -2.483 -1.827 -0.237 1.40 1.99 -2.16
C -2.402 0.847 -0.666 1.02 -3.84 1.47
H 2.629 1.525 -3.250 2.78 1.59 -0.86
H 1.130 1.633 -2.311 1.12 -1.50 -1.46
H 1.430 0.363 -3.744 -0.46 0.91 -0.22
H 3.256 -0.521 -2.306 0.43 0.04 0.20
H 0.795 -0.356 -0.775 -2.02 0.16 0.51
H 3.397 -1.437 -0.122 1.32 -0.17 -0.60
H 2.734 -2.669 1.301 1.39 -2.23 1.52
H 0.669 -2.365 2.610 1.22 -1.61 0.74
H -1.019 -1.092 2.568 2.07 0.05 -1.22
H 0.483 2.707 3.972 -0.32 -0.55 3.07
H 0.613 3.649 2.718 0.14 -0.52 -1.24
H 1.351 1.976 2.740 2.66 -1.21 -0.78
H -2.546 -0.052 1.215 -0.05 -1.19 -1.44
H -3.303 -1.595 -0.978 0.49 -1.27 1.04
H -1.610 -2.376 -0.785 -1.54 1.10 0.82
H -2.696 -2.341 0.665 -0.85 -0.89 0.35
H -2.116 1.672 -0.183 1.30 3.26 1.95
H -3.392 0.938 -0.814 -3.62 0.03 -0.64
H -1.920 0.781 -1.543 1.66 -0.15 -3.50

# 5
29
Properties=species:S:1:pos:R:3:forces:R:3 method="wB97M-V/def2-TZVPD" charge=0 smiles="CC(=O)C(C)(C)C.CNC" spin_multiplicity=1 e_lumo_ev=0.814 de_lowest_kcal_mol=27.17 gap_ev=9.356 total_energy_ev=-12141.433
C -0.708 -2.046 -0.777 0.22 -0.19 0.38
C -1.050 -1.240 0.454 -0.61 0.90 -0.24
O -1.064 -1.741 1.554 0.16 0.20 -0.24
C -1.518 0.270 0.223 0.02 -1.10 0.62
C -2.984 0.164 -0.216 0.05 -0.08 0.12
C -0.690 0.979 -0.832 1.26 -0.48 0.20
C -1.428 1.007 1.559 0.02 -0.18 -0.20
H -0.586 -3.091 -0.512 -0.10 -0.10 0.11
H -1.466 -1.947 -1.539 -0.23 0.10 -0.24
H 0.232 -1.712 -1.199 0.21 0.25 -0.18
H -3.091 -0.404 -1.141 -0.01 0.00 -0.05
H -3.388 1.161 -0.385 -0.06 0.08 -0.01
H -3.572 -0.328 0.560 -0.07 0.04 -0.02
H -0.913 2.042 -0.830 -0.01 0.14 -0.03
H -0.873 0.586 -1.829 -0.03 -0.02 -0.14
H 0.403 0.831 -0.602 -1.01 0.39 -0.33
H -1.938 1.967 1.505 -0.05 0.10 -0.07
H -0.387 1.190 1.818 0.14 0.03 0.09
H -1.873 0.413 2.351 -0.06 -0.02 0.10
C 2.835 -0.490 -1.028 -0.40 0.17 0.15
N 2.372 -0.280 0.322 0.27 -0.47 0.49
C 2.749 0.983 0.913 -0.14 -0.13 -0.17
H 2.545 -1.484 -1.366 0.06 0.01 -0.07
H 3.925 -0.422 -1.048 -0.02 -0.04 -0.03
H 2.440 0.260 -1.734 0.05 -0.07 -0.10
H 1.441 -0.618 0.557 0.50 0.28 -0.24
H 2.383 1.030 1.936 0.02 0.06 0.04
H 3.844 1.074 0.931 -0.19 -0.05 0.03
H 2.357 1.846 0.355 -0.01 0.15 0.03

# 6
35
Properties=species:S:1:pos:R:3:forces:R:3 method="wB97M-V/def2-TZVPD" charge=-1 spin_multiplicity=1 e_lumo_ev=3.142 gap_ev=6.239 total_energy_ev=-40455.105
C -2.319 -3.699 0.050 -0.01 0.18 -0.01
O -1.023 -4.013 0.504 -0.05 -0.29 0.06
C 0.013 -3.769 -0.424 0.22 0.33 -0.25
C 0.529 -2.325 -0.427 -0.23 -0.32 0.27
C 0.643 -1.745 0.978 0.37 -0.05 -0.02
C 1.306 -0.367 1.063 -0.19 -0.13 0.18
C 0.379 0.826 0.797 0.06 0.51 -0.25
C -0.188 1.096 -0.604 0.62 -0.88 0.64
P 0.932 1.423 -1.826 -0.97 0.30 -0.28
O 1.802 0.154 -2.440 0.05 -0.05 -0.13
O 2.146 2.272 -1.136 0.22 0.06 0.14
S 0.237 2.406 -3.389 0.18 0.00 -0.23
H -2.752 -2.912 0.669 -0.05 0.04 0.03
H -2.316 -3.346 -0.983 0.02 0.02 -0.05
H -2.953 -4.586 0.108 -0.04 -0.05 0.04
H 0.828 -4.454 -0.181 -0.05 -0.06 0.19
H -0.333 -4.015 -1.435 0.04 -0.16 -0.03
H -0.104 -1.715 -1.067 0.11 0.16 -0.02
H 1.533 -2.352 -0.856 -0.07 0.15 -0.28
H -0.328 -1.704 1.473 -0.11 -0.01 -0.05
H 1.248 -2.452 1.560 -0.07 -0.03 0.07
H 1.688 -0.265 2.087 0.06 0.05 0.01
H 2.182 -0.326 0.408 0.01 -0.01 -0.07
H 0.937 1.722 1.098 -0.01 -0.01 0.11
H -0.460 0.759 1.498 -0.03 -0.04 0.06
H -0.801 0.253 -0.936 -0.42 0.36 -0.14
H 2.644 0.100 -1.984 0.18 -0.08 0.15
H 2.388 2.910 -1.816 0.13 0.23 -0.03
C -0.831 4.574 0.507 -0.06 -0.09 -0.21
N -1.500 3.951 1.681 0.09 0.08 -0.01
O -2.584 3.439 1.527 -0.12 -0.02 -0.01
O -0.913 4.026 2.745 0.06 -0.02 0.06
H -1.457 4.430 -0.365 0.00 -0.10 0.00
H -0.702 5.626 0.747 0.05 -0.01 0.05
H 0.126 4.080 0.370 -0.01 -0.06 0.02